Molecular formula: C10H16O
Method: DFT, ωB97M-V/def2-TZVPD

Geometry as XYZ:
```
27
Properties=species:S:1:pos:R:3:mulliken_spin:R:1
C 0.6745 1.8800 -1.6181 -0.0003
C -0.4447 0.8436 -1.6775 0.0116
C 1.9163 1.3821 -2.3865 0.0015
H 0.3429 2.8196 -2.0438 -0.0002
H 0.9179 2.0062 -0.5593 0.0005
H -0.6160 0.5017 -2.7056 0.0001
H 2.5123 0.7632 -1.7108 -0.0007
H 1.6013 0.7626 -3.2198 -0.0002
H -1.4258 1.1325 -1.3052 -0.0024
H -0.1715 -0.0709 -1.1234 0.0010
H 2.4498 2.2560 -2.7708 0.0001
C 1.9243 -1.4231 1.3073 0.0297
C -1.7895 -1.7031 0.8462 0.1319
C -2.2335 -0.4543 1.3727 0.2727
C -0.4642 -2.0570 0.8121 0.0330
C 0.4727 -1.2315 1.4545 0.2351
C -1.3057 0.4036 2.0115 0.0418
C 0.0080 0.0479 1.9449 0.1073
O -3.5355 -0.2507 1.5532 0.0658
H -2.5174 -2.3881 0.4470 -0.0026
H -0.1719 -2.9427 0.2755 -0.0005
H -1.6638 1.3058 2.4727 0.0006
H -4.0422 0.0385 0.7643 0.0112
H 2.1905 -0.8569 0.3960 0.0472
H 2.1280 -2.4236 0.9285 0.0045
H 0.6772 0.7625 2.4141 0.0002
H 2.5660 -1.1039 2.1203 0.0110
```

- ΔE to the lowest compared entry with this formula, charge and spin (kcal per mole) = 22.15
- lowest unoccupied orbital energy (spin up / spin down) (hartree) = -0.1523 / -0.2869
- E_tot (hartree) = -465.54844
- expectation value of S² = 0.7661
- charge = +1
- highest occupied orbital energy (spin up / spin down) (eV) = -14.3 / -14.5
- 2S+1 = 2
- max |F| (eV/A) = 1.92